(1)
Below is a structure of composition C31H27BrMnN3O3Si, with properties calculated with wB97M-V/def2-TZVPD.

Last column: Löwdin charge in e.
CARTESIAN COORDINATES (ANGSTROEM)
Br 3.259 -0.628 -6.351  0.775
Mn -0.231 -0.945 0.174  0.680
Si -0.207 1.469 0.474  0.871
O -3.707 -0.942 -1.004  0.112
O -0.428 -0.880 -1.643  -0.126
O -2.042 -1.049 0.488  -0.169
N 0.240 -1.013 2.110  0.009
N -0.456 -3.271 0.051  -0.001
N 1.719 -0.816 -0.036  0.001
C 3.521 -0.768 3.792  -0.006
C -2.838 2.385 3.523  -0.081
C 0.134 2.349 -1.146  -0.303
C 2.418 -0.784 1.201  -0.189
C -0.647 2.156 -2.290  -0.105
C -1.693 2.104 2.794  -0.126
C 1.801 -0.748 -2.455  -0.115
C -2.940 -1.577 -0.325  -0.574
C 2.373 -0.708 -1.171  -0.010
C -3.018 1.890 0.795  -0.091
C -4.073 2.407 2.890  -0.068
C 1.208 3.239 -1.211  -0.109
C 0.727 -0.838 -5.037  -0.078
C 1.498 3.913 -2.387  -0.074
C 2.117 -0.719 -4.844  -0.676
C 0.731 3.693 -3.523  -0.065
C 4.319 -0.646 2.690  -0.041
C -0.114 -1.129 4.468  -0.012
C 2.644 -0.669 -3.589  -0.069
C 1.225 -1.020 4.722  0.031
C -0.571 -1.115 3.144  -0.074
C -4.162 2.158 1.527  -0.059
C 0.391 -0.854 -2.640  -0.306
C -2.915 -3.109 -0.346  -0.078
C -1.577 -3.648 -0.846  -0.216
C 2.124 -0.904 3.637  -0.134
C -0.113 -0.899 -3.959  0.017
C 3.773 -0.649 1.394  0.014
C -1.771 1.860 1.421  -0.313
C 1.583 -0.911 2.339  -0.160
C -0.345 2.817 -3.470  -0.068
H -1.369 -3.238 -1.834  0.113
H 3.450 -0.576 -1.137  0.131
H 2.321 4.614 -2.419  0.108
H -0.729 2.084 3.294  0.094
H 3.713 -0.571 -3.452  0.117
H -2.765 2.595 4.582  0.106
H 1.819 3.411 -0.331  0.094
H -0.955 2.651 -4.349  0.112
H -3.098 1.682 -0.265  0.099
H 4.454 -0.542 0.561  0.112
H 0.958 1.770 1.359  0.023
H -0.655 -3.635 0.978  0.098
H 5.389 -0.543 2.802  0.119
H 0.968 4.209 -4.444  0.110
H -1.186 -0.972 -4.086  0.135
H -0.831 -1.213 5.273  0.121
H -5.127 2.163 1.036  0.113
H -1.505 1.495 -2.252  0.105
H 3.934 -0.760 4.792  0.125
H 0.323 -0.870 -6.040  0.115
H -1.640 -4.734 -0.946  0.120
H -3.114 -3.468 0.668  0.125
H 0.386 -3.738 -0.270  0.101
H -3.710 -3.451 -1.003  0.126
H -1.630 -1.171 2.922  0.130
H -4.965 2.620 3.464  0.109
H 1.610 -1.006 5.733  0.131

Cartesian forces, eV/Å:
-0.127 -0.001 0.107
0.222 -0.056 -0.580
-0.284 0.632 0.243
0.242 0.116 0.204
-0.142 -0.019 -0.128
0.481 0.316 0.662
-0.014 0.080 0.445
-0.226 -0.059 -0.061
-0.249 -0.030 -0.151
0.045 0.001 -0.018
-0.019 0.016 0.090
-0.238 -0.410 0.192
0.219 0.057 0.347
-0.074 0.067 0.047
0.078 -0.023 -0.064
-0.421 -0.075 0.060
-0.418 -0.629 -0.676
-0.151 0.005 0.037
0.032 0.003 -0.008
0.041 -0.007 0.050
0.055 -0.128 0.126
-0.071 -0.003 0.165
0.054 0.088 -0.115
0.306 0.035 -0.073
0.035 -0.018 0.105
-0.007 -0.007 0.182
0.203 0.006 0.282
0.100 0.031 -0.163
-0.164 0.021 -0.154
-0.228 0.005 -0.231
-0.045 -0.002 -0.043
0.530 0.114 -0.111
0.129 0.425 0.104
-0.008 -0.070 0.028
-0.064 0.003 -0.112
-0.191 0.032 0.001
-0.195 -0.025 -0.235
0.355 -0.098 -0.297
0.200 0.027 -0.060
-0.073 -0.032 -0.042
0.043 0.003 -0.001
0.034 -0.016 0.029
0.011 -0.026 0.006
-0.013 0.039 0.006
-0.006 -0.016 0.008
-0.020 -0.019 -0.003
0.017 0.016 -0.026
0.004 0.023 0.009
-0.064 -0.029 0.018
-0.009 -0.005 -0.013
-0.081 -0.197 -0.050
0.088 -0.035 0.047
-0.007 0.010 0.005
-0.013 0.007 -0.001
0.019 0.002 -0.005
-0.024 0.003 -0.031
0.010 0.018 -0.005
0.025 -0.072 -0.050
0.053 -0.007 -0.029
0.026 -0.014 -0.015
-0.037 0.017 -0.008
-0.007 -0.064 -0.016
0.071 -0.003 0.047
-0.031 -0.023 0.029
0.023 0.026 -0.092
-0.008 0.004 -0.026
-0.025 -0.029 0.012

Computed properties:
- spin multiplicity = 2
- total charge = +1

---

(2)
Below is a cluster of 6 separate species, C11H34BrN8O5 in total, with properties calculated with wB97M-V/def2-TZVPD.

Last column: Löwdin charge in e.
CARTESIAN COORDINATES (ANGSTROEM)
Br -0.914 -1.678 0.234  0.064
O 0.263 3.090 0.993  -0.216
O -4.328 1.277 2.057  0.031
O 4.859 -2.286 -1.647  -0.181
O 1.261 -5.772 -1.731  -0.030
O -1.427 -0.804 5.294  -0.005
N 0.572 -3.707 -2.271  0.148
N -0.525 -2.253 3.766  0.148
N -1.952 -0.691 3.200  0.148
N -2.488 2.254 -1.331  0.026
N 1.117 -4.231 -0.182  0.146
N -5.434 1.876 0.197  0.119
N 2.346 -0.093 0.207  0.029
N -4.264 0.198 0.111  0.146
C -0.868 2.360 0.540  -0.183
C 1.087 -4.586 -1.431  -0.786
C -1.776 4.563 -0.632  -0.052
C 2.688 0.427 -2.121  -0.061
C 4.413 -1.150 -0.952  -0.242
C 0.847 2.847 2.267  -0.103
C -1.308 -1.225 4.158  -0.795
C 2.976 -0.660 -1.020  -0.380
C 4.653 -2.192 -3.071  -0.086
C -1.385 3.085 -0.804  -0.377
C -4.818 0.969 0.983  -0.727
H 5.051 -0.266 -0.963  0.115
H -0.761 1.277 0.487  0.053
H -5.828 2.682 0.661  0.110
H -2.796 4.769 -0.309  0.065
H 0.872 1.790 2.531  0.084
H 4.938 -1.204 -3.434  0.084
H 4.605 -1.515 0.057  0.119
H -1.614 2.349 1.335  0.113
H -1.768 4.911 -1.665  0.070
H 3.624 -2.477 -3.288  0.081
H 1.837 3.303 2.230  0.082
H 5.366 -2.926 -3.447  0.082
H 1.494 -5.022 0.320  0.118
H 2.408 -1.562 -1.250  0.112
H -4.769 -0.017 -0.737  0.118
H 1.756 0.978 -2.001  0.062
H 0.319 3.331 3.089  0.077
H -3.224 2.460 -0.671  0.026
H 3.520 1.113 -2.280  0.066
H -5.638 1.514 -0.723  0.097
H -1.706 -0.916 2.246  -0.090
H 2.365 0.913 0.291  0.050
H -2.692 -0.046 3.437  0.102
H -0.411 -2.442 2.781  0.011
H -1.235 5.171 0.093  0.073
H -0.016 -3.048 -1.781  -0.018
H 0.761 -3.343 0.140  -0.056
H -0.659 2.846 -1.581  0.121
H 2.556 -0.079 -3.078  0.055
H -3.440 -0.289 0.432  0.046
H 0.348 -4.021 -3.205  0.108
H 1.375 -0.366 0.256  -0.051
H -2.289 1.273 -1.201  0.037
H 0.059 -2.760 4.417  0.099

Cartesian forces, eV/Å:
-0.174 0.186 -0.376
0.607 -0.009 -0.258
-0.927 -0.923 1.484
-0.605 0.917 -1.546
1.244 -0.309 -0.724
0.263 -0.345 1.868
-0.329 2.070 -1.649
1.249 -1.447 0.092
-2.715 2.217 -3.684
-0.896 1.292 0.488
1.281 0.168 2.303
-3.050 1.915 0.421
1.209 -1.058 0.726
2.020 -5.439 -1.181
-0.527 1.442 0.245
-1.529 -3.263 -1.176
-0.334 -0.492 -0.795
0.464 -1.374 -0.956
0.509 0.267 2.931
-0.537 -0.079 -0.299
1.518 -0.890 2.517
-2.208 1.393 -0.789
0.727 -0.703 1.190
0.527 -2.720 1.779
2.450 4.445 0.131
0.695 0.103 -0.971
0.949 -0.214 -0.946
-0.514 -0.184 -0.627
-0.435 -0.877 0.051
0.304 -0.196 -0.224
-0.232 0.108 -0.133
-0.537 0.305 0.474
-0.776 0.802 0.089
0.324 0.826 0.172
0.012 0.198 -0.373
0.092 -0.320 -0.013
-0.286 -0.024 -0.479
-0.296 0.704 0.907
-0.368 0.010 -0.094
0.831 -0.542 0.215
0.133 -0.073 0.518
-0.426 0.235 -0.032
-0.768 -0.363 -0.082
0.064 0.177 0.325
-0.648 1.343 0.186
-0.455 0.143 -0.141
0.302 0.043 -0.379
0.265 0.089 -0.378
-0.030 -0.037 0.104
0.840 -0.332 -0.519
-0.255 0.550 -0.630
0.180 -0.110 0.508
0.860 1.126 0.316
0.141 -0.055 -0.336
-0.073 -0.820 -0.538
-0.135 0.030 0.447
-0.103 -0.234 -0.033
0.341 -0.147 -0.029
-0.231 0.473 -0.101

Computed properties:
- total charge = -1

---

| no. | E_tot (Ha) |
| --- | --- |
| 1 | -5601.8364 |
| 2 | -3827.8769 |